[1]
C4H6N2O | ωB97M-V/def2-TZVPD

Last column: natural (NBO) charge in e.
Element x y z (Å)
C 0.92857 -0.28572 2.05108  -0.256
O 0.55254 0.76191 1.16337  -0.475
C -0.02424 0.38954 0.02414  0.480
N -0.22707 -0.87719 -0.29533  -0.375
N -0.81157 -0.76357 -1.52751  -0.432
C -1.07867 0.60815 -1.99184  -0.174
C -0.45403 1.30374 -0.97801  -0.421
H 1.38778 0.20675 2.90877  0.197
H 0.05184 -0.86046 2.36520  0.190
H 1.64368 -0.96116 1.57168  0.191
H -1.38503 -1.54211 -1.83470  0.426
H -0.27009 -0.35507 -2.52479  0.412
H -0.31370 2.37520 -0.93206  0.237

Atomic forces in eV per Å
C 0.08 -0.19 0.19
O -0.06 0.08 -0.14
C -0.02 -0.12 -0.09
N 0.06 0.30 0.03
N -0.18 -0.19 -0.23
C -0.02 0.20 0.38
C -0.04 0.04 -0.08
H -0.07 -0.10 -0.12
H 0.11 0.08 -0.05
H -0.10 0.09 0.06
H 0.08 0.14 0.05
H 0.17 -0.19 0.01
H -0.03 -0.16 -0.02

Its HOMO-LUMO gap is 10.214 eV. As for the relative energy (zero: lowest compared OMol25 entry of this formula, charge and spin): 117.1 kcal per mole. The total energy comes out at -340.60834 hartree.


[2]
C15H33N6O2 | ωB97M-V/def2-TZVPD

Last column: natural (NBO) charge in e.
Element x y z (Å)
C -0.90614 1.67721 -2.68724  -0.023
C -0.38869 0.60761 -2.51736  -0.178
C 0.01745 -0.73772 -2.35130  0.401
N -0.26865 -1.70395 -3.22388  -0.458
C 0.27322 -2.81273 -2.69467  0.573
N 0.19153 -4.00781 -3.27331  -0.761
N 0.87760 -2.52849 -1.53164  -0.365
N 0.71399 -1.19077 -1.30395  -0.138
C 1.24483 -0.45882 -0.16368  -0.227
C 1.06179 -1.17180 1.18686  -0.426
C -0.23081 -2.00092 1.32694  -0.625
H -1.37456 2.64688 -2.84126  0.290
H 0.58148 -4.83386 -2.85646  0.419
H -0.31201 -4.06665 -4.14233  0.442
H 1.36597 -3.12791 -0.88588  0.445
H 0.71163 0.49047 -0.15650  0.250
H 2.29836 -0.22722 -0.32855  0.228
H 1.07017 -0.38934 1.94439  0.243
H 1.93772 -1.79087 1.38682  0.211
H -0.00976 -3.06504 1.22239  0.205
H -0.65534 -1.87465 2.31856  0.247
H -0.97027 -1.74159 0.56982  0.208
C -3.75882 3.78244 -5.06775  -0.618
C -3.92333 3.93860 -3.56028  -0.079
C -4.99965 4.94859 -3.14649  -0.072
O -4.61039 6.29673 -3.29124  -0.547
C -4.81126 6.86000 -4.57696  -0.250
N -2.61747 4.26318 -2.96477  -0.852
H -3.24268 4.63515 -5.50871  0.208
H -3.16768 2.89450 -5.29481  0.215
H -4.72664 3.67807 -5.55939  0.216
H -4.23617 2.96803 -3.16059  0.186
H -5.20073 4.81545 -2.07982  0.185
H -5.93879 4.75874 -3.68055  0.173
H -5.71860 6.46806 -5.04483  0.172
H -3.95806 6.68194 -5.23570  0.164
H -4.92175 7.93511 -4.44694  0.199
H -2.71393 4.27933 -1.95138  0.359
H -2.40169 5.22683 -3.20850  0.377
C 5.41452 -2.88767 5.42898  -0.614
C 4.37877 -3.95323 5.08722  -0.081
C 3.20015 -3.42639 4.25632  -0.070
O 2.25051 -2.67146 4.98319  -0.550
C 2.56374 -1.30236 5.15327  -0.248
N 3.95050 -4.61591 6.31842  -0.817
H 5.06412 -2.22235 6.21824  0.204
H 6.32787 -3.35879 5.78883  0.230
H 5.66584 -2.28157 4.55578  0.199
H 4.87584 -4.70681 4.46784  0.188
H 2.64863 -4.28610 3.86422  0.179
H 3.56297 -2.84533 3.39450  0.147
H 3.06577 -0.89763 4.26753  0.158
H 3.18927 -1.13015 6.03096  0.178
H 1.62508 -0.76795 5.30033  0.189
H 3.35362 -5.40718 6.09733  0.354
H 3.35531 -3.97629 6.83752  0.357

Atomic forces in eV per Å
C 0.16 -0.01 0.04
C -0.19 -0.05 0.18
C -0.07 -0.05 -0.32
N 0.22 -0.32 0.26
C -0.41 0.47 -0.48
N 0.16 -0.03 0.26
N 0.31 -0.24 0.13
N -0.18 0.26 -0.22
C 0.16 0.11 0.60
C -0.17 -0.10 -0.14
C 0.44 -0.09 -0.06
H -0.02 0.09 -0.10
H -0.04 -0.05 -0.10
H 0.02 -0.06 0.00
H -0.01 0.09 0.08
H -0.12 -0.07 -0.18
H 0.00 -0.07 -0.12
H 0.12 0.03 -0.02
H -0.02 -0.04 0.06
H -0.12 0.00 -0.03
H -0.12 0.03 -0.04
H -0.14 0.10 0.13
C 0.02 -0.04 -0.02
C 0.01 0.01 -0.16
C -0.04 -0.02 0.13
O 0.02 -0.02 -0.08
C 0.03 0.08 0.06
N -0.02 -0.07 0.24
H -0.02 0.03 0.02
H 0.01 0.01 0.01
H 0.00 0.01 0.00
H -0.03 0.02 0.04
H 0.01 0.03 0.00
H 0.04 -0.03 -0.05
H 0.00 -0.02 -0.01
H -0.05 -0.03 -0.05
H 0.00 -0.01 0.03
H -0.06 0.06 -0.01
H 0.08 -0.04 -0.06
C 0.06 0.02 -0.04
C 0.03 0.08 0.14
C -0.01 -0.13 -0.04
O 0.00 0.10 -0.13
C -0.12 -0.02 0.07
N -0.17 0.01 -0.15
H -0.04 -0.01 0.00
H -0.03 -0.02 0.03
H -0.01 0.00 0.01
H -0.03 0.00 -0.05
H -0.03 0.00 0.05
H 0.06 0.02 0.03
H 0.05 0.01 0.01
H 0.07 0.02 -0.06
H -0.01 -0.03 0.00
H 0.09 -0.05 0.02
H 0.08 0.00 0.05

Its HOMO-LUMO gap is 7.833 eV. As for the total charge: +1. The total energy comes out at -1070.02399 hartree.


[3]
C2H7S3 | ωB97M-V/def2-TZVPD

Last column: natural (NBO) charge in e.
Element x y z (Å)
C -1.13573 0.00165 1.49863  -0.761
S -0.83372 -0.24867 -0.25874  0.141
S -1.28138 -2.31807 -0.37679  -0.270
H -2.18032 -0.16511 1.75585  0.193
H -0.86579 1.04387 1.65059  0.262
H -0.46809 -0.61853 2.09203  0.215
H -0.00984 -2.68721 -0.59263  0.119
C 2.11237 2.14972 -1.12615  -0.734
S 1.48695 1.65580 0.51194  -0.683
H 2.25767 1.28188 -1.77776  0.170
H 1.41330 2.82001 -1.63074  0.174
H 3.07432 2.66482 -1.04794  0.175

Atomic forces in eV per Å
C 0.17 0.09 -0.02
S -0.07 -0.58 -0.09
S -0.13 0.35 -0.16
H 0.01 -0.09 -0.02
H -0.03 0.07 0.08
H -0.02 -0.05 0.01
H -0.02 -0.08 0.11
C -0.01 -0.08 0.02
S 0.11 0.33 0.11
H 0.00 -0.02 0.00
H 0.01 0.06 -0.03
H -0.02 0.00 -0.02

Its HOMO-LUMO gap is 5.418 eV. As for the relative energy (zero: lowest compared OMol25 entry of this formula, charge and spin): 22.6 kcal per mole. As for the total charge: -1. The total energy comes out at -1274.97529 hartree.


[4]
C7H6F2O | ωB97M-V/def2-TZVPD

Last column: natural (NBO) charge in e.
Element x y z (Å)
C -0.26047 1.20579 0.44172  -0.158
C -1.50359 0.95442 0.16680  -0.211
C 0.82516 0.12686 0.43824  -0.417
C -1.90644 -0.46519 0.10052  -0.316
C 2.15798 0.84469 0.13221  0.455
C 0.41728 -1.06246 -0.50089  0.154
C -1.06422 -1.41105 -0.25753  0.401
O 3.11935 0.83702 0.84206  -0.491
F 0.55870 -0.87708 -1.83665  -0.351
F -1.35842 -2.71356 -0.48280  -0.316
H 0.16276 2.21048 0.25080  0.209
H -2.22673 1.77193 0.26871  0.233
H 0.84425 -0.11455 1.46725  0.259
H -2.92170 -0.83078 0.09924  0.232
H 2.16362 1.54500 -0.67529  0.115
H 0.99247 -2.02152 -0.45439  0.200

Atomic forces in eV per Å
C 3.22 1.20 -2.02
C -2.02 -0.78 1.32
C -0.43 0.64 -1.78
C -1.38 -0.49 -0.81
C -0.61 -0.35 0.76
C -0.38 -2.22 1.55
C 2.43 0.33 0.06
O 0.32 -0.58 0.51
F 0.13 1.66 -1.69
F -0.23 0.86 0.19
H -0.61 -0.23 0.94
H 0.02 -0.56 -0.60
H 0.43 -1.32 1.09
H -0.50 0.55 0.38
H -0.30 0.45 -1.34
H -0.10 0.84 1.43

Its HOMO-LUMO gap is 9.965 eV. As for the relative energy (zero: lowest compared OMol25 entry of this formula, charge and spin): 0.0 kcal per mole. As for the SMILES: O=C[C@H]1C=CC=C(F)[C@H]1F. The total energy comes out at -545.22137 hartree.


Across the entries above, LUMO takes the values 0.962; -3.193; 3.087; 0.489 eV, respectively.
Across the entries above, HOMO energy takes the values -9.2526; -11.0251; -2.3310; -9.4763 eV, respectively.